Molecular formula: C49H121BF4N8Na2O19
Method: DFT, ωB97M-V/def2-TZVPD

Computed properties:
- frontier orbital gap (eV) = 6.577
- HOMO energy (Eh) = -0.25934
- max |F| (hartree/bohr) = 0.0901
- total energy (hartree) = -4555.8090
- charge = 0
- E_LUMO (eV) = -0.480

The geometry in XYZ format:
```
204
Properties=species:S:1:pos:R:3:mulliken_charge:R:1
Na -2.67 3.49 2.42 0.89
Na -5.91 -0.21 -1.29 0.88
B -1.24 -0.22 -0.42 0.53
F -1.81 -1.38 0.05 -0.43
F -0.76 0.55 0.57 -0.31
F -0.22 -0.41 -1.34 -0.40
F -2.28 0.43 -1.04 -0.39
O -8.19 4.00 1.73 -0.40
C -6.87 4.03 1.56 0.64
O -6.27 4.96 2.10 -0.79
O -6.16 3.15 1.08 -0.69
H -8.14 4.76 2.31 0.27
C -1.70 -7.36 3.83 -0.79
O -0.25 -7.45 3.89 -0.22
C 0.44 -6.45 3.22 -0.51
C 1.87 -6.24 3.82 -1.05
N 2.95 -7.22 3.42 -0.29
C 2.71 -8.62 3.68 -0.52
C 2.53 -8.95 5.21 -0.46
O 2.92 -10.29 5.32 -0.32
C 2.71 -10.88 6.60 -0.72
H -2.07 -6.35 3.98 0.32
H -2.10 -8.01 4.60 0.22
H -2.01 -7.61 2.81 0.31
H -0.04 -5.47 3.32 0.50
H 0.48 -6.56 2.13 0.33
H 1.67 -6.24 4.89 0.34
H 2.19 -5.21 3.68 0.49
H 3.19 -7.03 2.45 0.18
H 3.54 -9.22 3.30 0.51
H 1.80 -8.95 3.17 0.21
H 1.54 -8.89 5.67 0.33
H 3.11 -8.22 5.77 0.30
H 3.03 -11.91 6.72 0.26
H 1.65 -10.81 6.85 0.28
H 3.30 -10.28 7.29 0.30
C 6.40 7.41 -2.96 -0.80
O 5.70 6.20 -2.77 -0.21
C 5.95 5.57 -1.51 -0.44
C 5.19 4.20 -1.64 -0.65
N 5.36 3.46 -0.43 -0.23
C 4.55 2.27 -0.36 -0.75
C 4.54 1.64 1.05 -0.50
O 5.84 1.18 1.34 -0.33
C 5.91 -0.05 2.13 -0.67
H 7.44 7.27 -3.24 0.28
H 6.42 7.99 -2.03 0.33
H 5.80 7.93 -3.69 0.23
H 5.62 6.27 -0.75 0.34
H 7.03 5.41 -1.44 0.32
H 5.51 3.59 -2.49 0.28
H 4.12 4.43 -1.67 0.29
H 6.34 3.28 -0.26 0.23
H 4.95 1.49 -1.00 0.24
H 3.58 2.48 -0.81 0.57
H 3.81 0.84 1.19 0.48
H 4.29 2.35 1.84 0.22
H 5.21 -0.80 1.76 0.24
H 5.79 0.05 3.21 0.28
H 6.92 -0.44 2.04 0.25
C -7.60 -1.91 1.93 -0.81
O -8.17 -1.54 0.69 -0.18
C -9.54 -1.25 0.78 -0.71
C -10.12 -0.74 -0.54 -0.77
N -9.53 0.53 -0.93 0.00
C -9.92 0.95 -2.28 -0.88
C -11.39 1.27 -2.45 -0.62
O -12.00 2.12 -1.49 -0.35
C -11.59 3.52 -1.41 -0.70
H -6.54 -2.01 1.73 0.23
H -7.99 -2.88 2.26 0.31
H -7.75 -1.16 2.70 0.34
H -9.73 -0.58 1.62 0.41
H -10.10 -2.16 1.02 0.38
H -11.20 -0.73 -0.47 0.36
H -9.93 -1.50 -1.29 0.40
H -9.79 1.25 -0.28 0.24
H -9.57 0.34 -3.11 0.35
H -9.46 1.93 -2.41 0.41
H -11.90 0.31 -2.57 0.38
H -11.63 1.64 -3.44 0.41
H -11.83 3.99 -0.46 0.26
H -12.08 4.23 -2.08 0.30
H -10.51 3.63 -1.50 0.28
C 1.32 1.43 7.12 -0.79
O -0.06 1.22 7.05 -0.33
C -0.42 0.92 5.72 -0.39
C -1.91 0.58 5.69 -0.81
N -2.68 1.83 5.94 -0.14
C -4.09 1.62 6.10 -0.88
C -4.71 2.76 6.92 -0.46
O -4.04 2.90 8.16 -0.31
C -4.69 3.69 9.20 -0.75
H 1.99 0.56 7.16 0.29
H 1.48 1.94 8.06 0.27
H 1.68 2.11 6.35 0.30
H 0.21 0.10 5.37 0.50
H -0.11 1.75 5.07 0.16
H -2.21 -0.10 6.49 0.38
H -2.09 0.11 4.72 0.41
H -2.37 2.12 6.85 0.29
H -4.29 0.63 6.52 0.38
H -4.64 1.51 5.16 0.41
H -5.75 2.46 6.97 0.39
H -4.67 3.69 6.35 0.31
H -5.44 3.09 9.72 0.27
H -5.11 4.59 8.76 0.31
H -4.00 4.00 9.99 0.25
C -5.37 0.90 -5.21 -0.77
O -5.14 -0.36 -4.55 -0.19
C -4.63 -1.38 -5.36 -0.78
C -4.44 -2.60 -4.52 -0.54
N -5.64 -3.04 -3.76 -0.20
C -5.49 -4.20 -2.88 -0.70
C -5.15 -5.57 -3.61 -0.68
O -3.76 -5.66 -4.03 -0.37
C -2.81 -5.72 -2.99 -0.61
H -5.42 1.70 -4.47 0.22
H -6.33 0.97 -5.72 0.30
H -4.56 1.10 -5.92 0.31
H -3.67 -1.07 -5.76 0.42
H -5.26 -1.56 -6.23 0.40
H -3.61 -2.41 -3.84 0.32
H -4.22 -3.43 -5.19 0.38
H -6.33 -3.29 -4.45 0.28
H -6.48 -4.42 -2.48 0.32
H -4.89 -3.98 -1.99 0.41
H -5.80 -5.66 -4.47 0.34
H -5.35 -6.45 -2.99 0.45
H -2.62 -4.70 -2.66 0.21
H -1.91 -6.20 -3.38 0.22
H -3.21 -6.28 -2.14 0.32
C 4.24 -5.27 -0.50 -0.81
O 4.99 -6.33 -0.06 -0.22
C 6.38 -6.12 -0.32 -0.76
C 7.09 -7.50 -0.23 -0.51
N 7.26 -7.85 1.18 -0.29
C 7.68 -9.25 1.42 -0.64
C 8.16 -9.50 2.86 -0.41
O 8.81 -10.77 3.01 -0.31
C 9.08 -11.05 4.35 -0.70
H 4.35 -5.11 -1.57 0.35
H 4.57 -4.36 0.01 0.32
H 3.19 -5.37 -0.21 0.21
H 6.73 -5.41 0.43 0.34
H 6.61 -5.65 -1.27 0.49
H 8.06 -7.43 -0.71 0.39
H 6.49 -8.27 -0.73 0.31
H 6.39 -7.68 1.66 0.22
H 8.49 -9.31 0.71 0.36
H 6.91 -10.00 1.21 0.24
H 7.25 -9.47 3.47 0.22
H 8.76 -8.65 3.19 0.37
H 9.86 -10.36 4.68 0.30
H 9.56 -12.01 4.51 0.27
H 8.21 -10.97 5.00 0.28
C -2.94 8.40 -1.82 -0.79
O -1.88 7.63 -1.25 -0.32
C -1.94 6.23 -1.35 -0.53
C -0.62 5.67 -0.66 -0.65
N -0.66 6.10 0.78 -0.09
C 0.51 5.73 1.57 -0.92
C 0.54 6.27 2.95 -0.60
O -0.73 5.92 3.53 -0.19
C -0.72 6.04 4.99 -0.84
H -2.83 9.46 -1.63 0.26
H -3.96 8.14 -1.51 0.32
H -2.98 8.31 -2.91 0.30
H -2.06 5.83 -2.36 0.43
H -2.84 5.89 -0.84 0.26
H 0.22 6.16 -1.16 0.29
H -0.71 4.59 -0.78 0.42
H -0.79 7.10 0.75 0.21
H 1.37 6.18 1.08 0.34
H 0.79 4.69 1.45 0.53
H 0.65 7.35 2.88 0.32
H 1.36 5.88 3.56 0.42
H -0.10 5.27 5.44 0.27
H -1.72 6.05 5.42 0.26
H -0.18 6.94 5.29 0.35
C 2.90 3.54 -6.56 -0.75
O 4.28 3.46 -6.91 -0.30
C 4.68 4.38 -7.95 -0.42
C 6.25 4.28 -8.07 -0.63
N 6.83 5.09 -9.15 -0.37
C 6.61 6.57 -9.08 -0.38
C 7.67 7.34 -9.91 -0.62
O 7.44 8.75 -9.86 -0.31
C 8.31 9.54 -10.66 -0.76
H 2.63 4.45 -6.02 0.28
H 2.60 2.78 -5.83 0.29
H 2.22 3.37 -7.40 0.31
H 4.47 5.41 -7.67 0.29
H 4.26 4.20 -8.94 0.33
H 6.61 3.26 -8.15 0.39
H 6.71 4.69 -7.17 0.33
H 7.81 4.94 -9.30 0.25
H 6.63 6.92 -8.05 0.27
H 5.60 6.83 -9.39 0.22
H 7.63 7.05 -10.96 0.37
H 8.70 7.13 -9.62 0.33
H 8.30 9.35 -11.74 0.31
H 9.36 9.57 -10.37 0.31
H 7.96 10.55 -10.48 0.25
```

Molecular formula: C49H124N8O17
Method: DFT, ωB97M-V/def2-TZVPD

Computed properties:
- frontier orbital gap (eV) = 8.918
- HOMO energy (Eh) = -0.30546
- SMILES = COCCNCCOC.COCCNCCOC.COCCNCCOC.COCCNCCOC.COCCNCCOC.COCCNCCOC.COCCNCCOC.COCCNCCOC.CO
- max |F| (hartree/bohr) = 0.0708
- total energy (hartree) = -3657.7526
- charge = 0
- E_LUMO (eV) = 0.606

The geometry in XYZ format:
```
198
Properties=species:S:1:pos:R:3:mulliken_charge:R:1
C -2.98 -6.84 7.22 -0.77
O -2.47 -6.29 5.99 -0.32
C -2.54 -4.84 5.83 -0.54
C -2.11 -4.53 4.39 -0.82
N -1.68 -3.22 4.07 0.34
C -2.66 -2.14 4.14 -1.03
C -2.06 -0.74 3.82 -0.11
O -0.96 -0.54 4.68 -0.04
C -1.37 0.14 5.81 -0.93
H -2.57 -6.21 8.02 0.30
H -2.79 -7.86 7.52 0.27
H -4.05 -6.61 7.28 0.31
H -2.07 -4.27 6.64 0.41
H -3.59 -4.56 5.91 0.37
H -2.85 -4.95 3.70 0.21
H -1.23 -5.16 4.28 0.39
H -0.82 -2.79 4.37 0.09
H -3.38 -2.33 4.94 0.38
H -3.25 -2.28 3.23 0.41
H -2.76 0.09 3.75 0.45
H -1.64 -0.95 2.84 -0.29
H -2.29 -0.08 6.35 0.34
H -1.59 1.13 5.41 0.34
H -0.58 0.10 6.56 0.22
C -2.19 3.13 1.78 -0.53
O -2.43 4.39 1.12 -0.53
C -1.85 4.38 -0.27 0.36
C -1.67 5.86 -0.70 -0.28
N -1.06 6.69 0.38 -0.20
C -0.91 8.15 0.08 -0.70
C -0.37 8.86 1.34 -0.60
O -1.32 8.68 2.41 -0.30
C -0.99 9.36 3.54 -0.79
H -2.43 2.29 1.13 -0.04
H -2.99 3.12 2.52 0.37
H -1.16 2.98 2.11 0.35
H -2.38 3.75 -0.98 0.15
H -0.85 3.94 -0.23 -0.21
H -2.49 6.37 -1.21 0.43
H -0.93 5.83 -1.50 -0.36
H -1.66 6.55 1.17 0.28
H -1.86 8.63 -0.14 0.35
H -0.22 8.31 -0.75 0.34
H -0.34 9.89 1.01 0.38
H 0.60 8.44 1.62 0.41
H 0.08 9.22 3.72 0.31
H -1.49 9.11 4.48 0.28
H -1.15 10.44 3.56 0.30
C 2.44 1.95 3.14 -0.54
O 3.25 1.04 2.49 -0.11
C 3.88 0.06 3.33 -0.54
C 2.89 -0.78 4.16 -0.45
N 3.40 -1.79 5.14 -0.18
C 4.27 -1.25 6.18 -0.51
C 4.78 -2.38 7.22 -0.55
O 5.90 -1.95 7.99 -0.31
C 5.98 -2.68 9.17 -0.77
H 3.08 2.52 3.82 0.38
H 1.65 1.33 3.57 0.03
H 1.97 2.70 2.51 0.17
H 4.69 0.40 3.98 0.41
H 4.50 -0.55 2.68 0.23
H 2.24 -1.30 3.45 0.18
H 2.28 -0.14 4.79 0.30
H 3.59 -2.70 4.75 0.31
H 3.69 -0.54 6.77 0.18
H 5.24 -0.78 6.01 0.24
H 5.05 -3.31 6.71 0.33
H 3.88 -2.55 7.81 0.33
H 6.97 -2.40 9.53 0.27
H 6.20 -3.73 8.96 0.32
H 5.21 -2.42 9.89 0.31
C 3.55 -8.53 -3.63 -0.65
O 2.24 -8.67 -3.14 -0.40
C 2.08 -8.35 -1.79 -0.67
C 1.86 -6.83 -1.55 -0.17
N 0.84 -6.19 -2.44 -0.45
C 0.78 -4.69 -2.18 -0.51
C 0.87 -4.11 -0.77 -0.13
O -0.39 -4.55 -0.24 -0.45
C -0.57 -4.21 1.18 -0.72
H 4.19 -9.35 -3.31 0.30
H 3.96 -7.57 -3.32 0.24
H 3.69 -8.51 -4.71 0.28
H 2.93 -8.71 -1.21 0.38
H 1.29 -9.02 -1.46 0.37
H 2.80 -6.32 -1.76 0.06
H 1.57 -6.70 -0.51 0.24
H 1.08 -6.47 -3.38 0.33
H -0.22 -4.41 -2.52 0.04
H 1.47 -4.20 -2.86 0.44
H 1.03 -3.03 -0.78 -0.02
H 1.74 -4.34 -0.15 0.62
H 0.31 -4.13 1.82 0.32
H -1.07 -5.14 1.46 0.32
H -1.25 -3.36 1.28 0.23
C -4.20 -2.20 -5.03 -0.93
O -3.20 -2.04 -3.97 -0.18
C -1.89 -2.08 -4.33 -0.71
C -1.18 -1.38 -3.07 -1.05
N -1.63 -0.02 -2.69 0.22
C -1.22 0.96 -3.68 -0.40
C -2.30 2.02 -3.93 0.18
O -1.83 2.71 -5.10 -0.21
C -2.79 3.49 -5.68 -1.02
H -4.11 -1.35 -5.71 0.37
H -5.24 -2.18 -4.71 0.23
H -4.06 -3.15 -5.54 0.34
H -1.78 -1.46 -5.22 0.37
H -1.49 -3.04 -4.65 0.54
H -0.10 -1.31 -3.21 0.62
H -1.43 -2.10 -2.29 0.21
H -2.64 -0.08 -2.70 -0.20
H -1.07 0.45 -4.64 0.08
H -0.31 1.48 -3.40 -0.13
H -2.42 2.58 -3.00 -0.10
H -3.30 1.62 -4.10 0.78
H -3.46 2.80 -6.20 0.35
H -2.29 4.08 -6.44 0.31
H -3.27 4.21 -5.01 0.36
C 3.31 -0.73 -0.60 -0.65
O 3.52 -2.14 -0.56 -0.29
C 4.21 -2.56 -1.81 -0.03
C 5.78 -2.33 -1.72 -1.35
N 6.53 -1.32 -2.51 -0.29
C 7.92 -1.14 -2.21 -0.62
C 8.65 -0.36 -3.40 -0.61
O 8.79 -1.36 -4.41 -0.29
C 9.50 -1.12 -5.62 -0.76
H 2.49 -0.63 0.11 -0.23
H 3.06 -0.20 -1.52 0.52
H 4.21 -0.24 -0.24 0.34
H 3.70 -2.15 -2.69 0.44
H 4.00 -3.63 -1.89 0.05
H 6.27 -3.23 -2.08 0.64
H 6.07 -2.31 -0.67 0.47
H 6.52 -1.61 -3.48 0.26
H 8.26 -2.16 -2.05 0.42
H 7.95 -0.51 -1.32 0.34
H 9.62 0.05 -3.12 0.44
H 7.99 0.44 -3.75 0.32
H 8.97 -0.52 -6.36 0.30
H 9.54 -2.07 -6.15 0.25
H 10.52 -0.79 -5.44 0.29
C -11.00 0.38 1.66 -0.72
O -10.53 0.65 0.31 -0.32
C -9.27 1.32 0.12 -0.39
C -8.95 1.57 -1.41 -0.74
N -8.74 0.27 -2.17 -0.40
C -7.79 -0.73 -1.61 -0.88
C -6.28 -0.43 -2.00 -0.39
O -5.45 -0.12 -0.85 -0.43
C -4.62 1.06 -0.82 0.19
H -12.07 0.19 1.70 0.25
H -10.89 1.28 2.27 0.30
H -10.45 -0.48 2.05 0.27
H -8.53 0.66 0.58 0.31
H -9.18 2.33 0.51 0.39
H -7.99 2.08 -1.41 0.27
H -9.65 2.21 -1.94 0.38
H -9.67 -0.11 -2.22 0.31
H -8.10 -1.64 -2.13 0.49
H -7.89 -1.07 -0.58 0.31
H -6.06 0.27 -2.80 0.39
H -5.78 -1.34 -2.35 0.25
H -4.31 1.19 0.22 -0.14
H -5.40 1.72 -1.19 0.61
H -3.74 0.91 -1.45 -0.20
C -0.01 6.05 -4.21 -0.52
O 0.71 5.67 -5.34 -0.49
C 1.10 4.25 -5.37 -0.46
C 1.76 3.59 -4.12 -0.52
N 0.98 3.50 -2.90 1.15
C 1.80 2.88 -1.83 -0.16
C 2.80 3.78 -1.02 -1.01
O 3.96 3.96 -1.85 -0.30
C 4.96 4.64 -1.23 -0.79
H 0.45 6.03 -3.23 0.14
H -0.90 5.42 -4.09 0.09
H -0.61 6.95 -4.35 0.45
H 1.84 4.27 -6.17 0.38
H 0.18 3.72 -5.60 0.07
H 2.72 4.01 -3.81 0.62
H 1.97 2.61 -4.54 0.25
H 0.20 2.88 -3.05 -1.11
H 2.31 1.94 -2.05 0.61
H 1.21 2.46 -1.03 -0.49
H 2.95 3.34 -0.03 0.53
H 2.39 4.77 -0.87 0.37
H 5.87 4.74 -1.81 0.26
H 5.29 4.12 -0.33 0.26
H 4.63 5.64 -0.93 0.33
C -0.06 0.16 0.60 -0.09
O -1.42 0.38 0.05 0.21
H 0.66 0.47 -0.15 -0.16
H 0.16 0.73 1.51 0.22
H 0.14 -0.86 0.93 0.20
H -1.45 0.32 -0.91 0.11
```